# 1
ORCA calculation (ωB97M-V/def2-TZVPD) on C33H41AlBrF18O13 as an isolated structure.

Properties
2S+1	1
HOMO	-5.503	eV
LUMO energy	1.808	eV
charge	-1

```
107
Properties=species:S:1:pos:R:3:forces:R:3:lowdin_charge:R:1
C 0.2637 -1.4227 0.2193 0.097 0.518 0.046 -0.238
Al 1.1003 -1.1404 -1.6170 0.800 -0.019 0.813 0.304
C -0.1937 -0.3695 -3.0232 -2.084 -0.033 -0.539 -0.222
C -0.5285 -1.3324 -4.1655 2.209 2.221 1.309 -0.837
O 0.2934 -1.5426 -4.9969 -0.803 -0.693 -0.473 -0.039
Br -2.3455 -2.1822 -4.2591 0.190 0.089 0.207 0.579
C 2.6151 0.2416 -1.3559 0.185 0.769 -0.038 -0.229
C 4.0280 -0.0925 -1.4458 -0.205 2.298 0.460 -0.126
C 5.0319 0.9406 -1.2661 -1.617 0.547 0.134 -0.114
C 4.6273 2.3159 -1.0181 -1.035 -1.245 -0.147 -0.124
C 3.2250 2.6436 -0.9159 -0.050 -1.495 -0.295 -0.118
C 2.2096 1.6128 -1.0703 2.876 -0.211 -0.175 -0.125
H -0.7534 -0.9510 0.2264 0.531 -0.669 0.275 -0.011
H 0.2557 -2.4985 0.5272 -0.330 0.851 -0.243 -0.012
H 0.8768 -0.8656 0.9800 -0.486 -0.457 -0.611 -0.008
H 1.7642 -2.4942 -2.1454 0.042 -0.246 -0.260 -0.065
H 0.2701 0.5538 -3.4649 -0.251 -1.000 0.206 0.062
H -1.1322 -0.0605 -2.4992 0.657 -0.218 -0.344 0.048
H 4.3581 -1.1337 -1.6453 -0.393 0.811 0.124 0.078
H 6.1156 0.6994 -1.3146 -0.877 0.172 -0.003 0.080
H 5.3942 3.1139 -0.9036 -0.669 -0.726 -0.102 0.081
H 2.8803 3.6821 -0.7304 0.501 -0.698 -0.106 0.081
H 1.1442 1.9000 -0.9647 0.734 -0.311 -0.134 0.085
C -4.9770 -1.0545 3.6372 0.205 0.202 -0.196 -0.061
C -4.2607 -1.8199 4.7317 -0.691 0.110 -0.002 -0.205
O -2.8730 -1.9990 4.4097 0.620 0.010 0.087 0.030
C -2.0799 -0.9458 4.6299 -1.164 -0.127 0.231 -0.383
O -2.4490 0.1073 5.0641 0.503 0.002 -0.027 0.164
C -0.6316 -1.2920 4.2848 1.581 -0.360 -0.923 -0.530
F -0.5246 -1.9135 3.1074 -0.488 0.098 0.422 0.165
F -0.0835 -2.1122 5.2094 -0.463 0.064 0.118 0.141
F 0.1530 -0.2098 4.2203 -0.560 0.050 0.252 0.161
H -4.8375 -1.5463 2.6729 -0.082 -0.086 0.080 0.087
H -6.0444 -0.9867 3.8512 0.035 -0.055 0.026 0.081
H -4.5813 -0.0426 3.5381 -0.054 -0.035 0.115 0.077
H -4.6905 -2.8173 4.8251 0.326 -0.072 -0.075 0.123
H -4.3680 -1.3306 5.7020 0.209 0.091 -0.096 0.124
C 1.9236 1.1510 -6.0121 -0.018 0.265 0.271 -0.061
C 2.5657 1.9888 -7.0991 0.037 -0.803 0.079 -0.197
O 2.1935 3.3744 -6.9746 0.040 0.743 0.013 0.025
C 2.8537 4.0789 -6.0507 0.117 -1.336 -0.367 -0.393
O 3.7089 3.6429 -5.3392 0.000 0.599 0.090 0.178
C 2.3851 5.5347 -6.0627 -0.528 1.271 0.179 -0.526
F 1.0447 5.6397 -6.0902 0.227 -0.304 -0.024 0.156
F 2.8476 6.1931 -7.1448 0.092 -0.378 0.046 0.151
F 2.8037 6.2124 -4.9882 0.114 -0.456 -0.158 0.163
H 0.8403 1.2869 -6.0140 0.022 -0.122 -0.139 0.085
H 2.1483 0.0945 -6.1565 -0.052 0.035 -0.001 0.082
H 2.2788 1.4446 -5.0222 0.111 -0.088 -0.069 0.081
H 2.2109 1.6576 -8.0755 -0.102 0.354 -0.009 0.122
H 3.6527 1.8846 -7.0991 -0.046 0.219 0.152 0.125
C 0.4217 -0.2675 7.6401 0.025 0.467 0.021 -0.059
C 1.5776 -0.7834 8.4724 -0.673 -0.480 -0.137 -0.187
O 2.6779 0.1436 8.4582 0.524 0.472 0.252 0.037
C 2.5675 1.1956 9.2696 -0.852 -1.087 -0.204 -0.388
O 1.6340 1.4134 9.9869 0.404 0.448 0.120 0.167
C 3.8223 2.0646 9.1822 1.221 0.822 -0.343 -0.517
F 4.2005 2.2929 7.9156 -0.359 -0.202 0.156 0.169
F 4.8713 1.4863 9.7970 -0.407 -0.170 0.070 0.160
F 3.6513 3.2654 9.7566 -0.362 -0.518 -0.309 0.136
H 0.7528 -0.0380 6.6274 0.002 -0.148 0.035 0.073
H -0.3780 -1.0067 7.5939 0.080 -0.023 0.016 0.082
H 0.0134 0.6547 8.0571 -0.013 -0.115 0.093 0.083
H 1.9493 -1.7156 8.0471 0.290 0.212 -0.027 0.128
H 1.2719 -0.9972 9.4985 0.112 0.246 0.012 0.126
C 3.9138 4.1740 12.5888 -0.196 -0.032 0.483 -0.054
C 5.3815 4.1399 12.9619 -0.261 0.056 -0.736 -0.190
O 5.5523 4.1479 14.3913 0.222 -0.183 0.659 0.028
C 5.3716 2.9785 15.0099 -0.047 0.328 -1.315 -0.391
O 5.0808 1.9540 14.4651 0.065 -0.121 0.563 0.172
C 5.6282 3.1288 16.5101 0.106 0.116 1.440 -0.528
F 5.0182 4.2106 17.0254 0.003 -0.122 -0.378 0.157
F 6.9417 3.2613 16.7740 -0.139 -0.042 -0.396 0.158
F 5.1960 2.0720 17.2071 0.005 0.070 -0.505 0.163
H 3.4195 5.0276 13.0579 0.109 0.056 -0.061 0.087
H 3.7945 4.2437 11.5150 0.058 0.112 0.129 0.056
H 3.3958 3.2779 12.9349 0.092 -0.028 -0.115 0.084
H 5.8779 5.0336 12.5838 0.067 0.023 0.348 0.126
H 5.8887 3.2794 12.5215 -0.072 -0.074 0.231 0.126
C -0.6298 -3.4735 -7.0430 -0.285 -0.197 -0.334 -0.094
C -0.2827 -4.2929 -8.2689 0.545 0.504 0.508 -0.189
O -1.4137 -5.0726 -8.7127 -0.576 -0.312 -0.542 0.032
C -2.3350 -4.4204 -9.4176 1.288 0.423 0.629 -0.395
O -2.2903 -3.2570 -9.6987 -0.551 -0.214 -0.326 0.163
C -3.4433 -5.3795 -9.8532 -1.076 -0.933 -0.214 -0.521
F -3.8677 -6.1645 -8.8493 0.269 0.305 0.001 0.162
F -3.0304 -6.2042 -10.8351 0.256 0.318 0.114 0.156
F -4.5216 -4.7330 -10.3191 0.403 0.174 0.098 0.148
H -1.0208 -4.1154 -6.2522 0.161 0.000 0.006 0.067
H 0.2459 -2.9480 -6.6713 -0.050 -0.082 -0.019 0.064
H -1.4031 -2.7367 -7.2645 0.127 0.028 -0.024 0.067
H 0.5074 -5.0030 -8.0243 -0.271 -0.236 -0.120 0.124
H 0.0888 -3.6651 -9.0814 -0.272 -0.052 -0.076 0.124
C -5.9253 -1.9174 -10.5428 -0.021 0.288 0.317 -0.062
C -7.3012 -2.5217 -10.7340 0.557 -0.027 -0.567 -0.197
O -8.0664 -2.4610 -9.5173 -0.532 0.144 0.436 0.032
C -8.6275 -1.2827 -9.2362 0.740 -0.403 -1.039 -0.390
O -8.5324 -0.3007 -9.9137 -0.356 0.129 0.425 0.168
C -9.4417 -1.3788 -7.9451 -0.622 -0.013 1.348 -0.529
F -8.7678 -2.0002 -6.9637 0.105 0.069 -0.400 0.163
F -10.5817 -2.0715 -8.1331 0.254 0.063 -0.334 0.155
F -9.7903 -0.1760 -7.4748 0.227 -0.112 -0.452 0.164
H -5.4098 -2.3960 -9.7095 0.022 -0.092 -0.141 0.074
H -5.3253 -2.0344 -11.4455 -0.027 -0.072 0.038 0.087
H -5.9885 -0.8536 -10.3079 -0.063 -0.034 -0.135 0.079
H -7.2063 -3.5769 -10.9905 -0.180 -0.019 0.305 0.121
H -7.8433 -2.0395 -11.5500 -0.087 0.122 0.219 0.124
```
Forces are in eV/Å.

=====

# 2
ORCA calculation (ωB97M-V/def2-TZVPD) on C33H41BaN9O3S as an isolated structure.

Properties
2S+1	1
HOMO	-13.353	eV
LUMO energy	-4.617	eV
energy above the lowest of the compared OMol25 structures with the same formula, charge and spin	0.0	kcal per mole
charge	+2

```
88
Properties=species:S:1:pos:R:3:forces:R:3:lowdin_charge:R:1
Ba 8.7531 -8.1032 15.1177 -0.036 0.088 -0.416 1.792
C 9.3683 -11.6608 12.9088 0.605 0.198 -0.243 -0.040
C 7.9551 -11.1612 12.9107 -0.904 0.912 1.568 -0.299
C 7.2218 -11.1024 11.7414 0.625 -0.214 -0.339 -0.035
C 5.9795 -10.5308 11.7022 -1.610 0.002 -1.013 -0.053
C 5.3708 -10.1129 12.8783 -0.201 -0.347 0.038 -0.002
C 6.1271 -10.2607 14.0447 0.358 0.360 -0.578 -0.270
N 7.4011 -10.6818 14.0898 0.783 -0.601 -1.828 0.099
C 5.5368 -9.9321 15.3488 1.435 -0.174 0.066 -0.238
C 4.3058 -10.4242 15.6379 -0.695 0.951 2.308 0.019
C 3.8438 -10.1407 16.9312 -1.624 -0.854 -0.042 -0.024
C 4.5556 -9.4435 17.8628 0.812 0.800 0.255 0.007
C 5.8182 -9.0069 17.4398 0.860 0.761 0.039 -0.218
N 6.3304 -9.2778 16.2336 -1.068 0.045 0.006 0.063
C 6.6252 -8.0414 18.2912 -0.742 -0.196 -0.236 -0.253
C 6.5203 -8.0914 19.6667 1.064 1.702 0.341 -0.021
C 7.0889 -7.0764 20.4452 -0.710 -0.788 0.988 -0.013
C 7.6930 -6.0003 19.8237 0.307 -0.498 1.268 -0.022
C 7.7773 -6.0387 18.4727 -0.757 -1.060 -3.263 -0.304
C 8.2539 -4.8924 17.6681 0.840 1.375 0.948 -0.030
N 7.2667 -7.0492 17.6716 0.598 0.577 1.152 0.097
H 9.9333 -11.0892 12.1228 -0.421 -0.665 0.681 0.068
H 9.4460 -12.7489 12.6854 -0.160 0.736 0.150 0.104
H 9.8334 -11.4542 13.8845 -0.131 -0.182 -0.297 0.062
H 7.6506 -11.4969 10.8358 0.145 -0.038 -0.182 0.124
H 5.4303 -10.5012 10.7208 0.586 0.098 1.173 0.140
H 4.3173 -9.7693 12.9033 0.951 -0.105 0.017 0.136
H 3.6661 -10.9566 14.9847 -0.178 -0.426 -0.754 0.120
H 2.8466 -10.4716 17.2266 0.194 -0.035 -0.224 0.127
H 4.1394 -9.1353 18.8427 0.334 -0.426 -0.838 0.137
H 6.0050 -8.8409 20.1661 -0.859 -1.429 0.615 0.094
H 6.9699 -7.1492 21.5593 0.284 0.239 -1.248 0.140
H 8.1527 -5.1987 20.3889 -0.198 0.062 -0.064 0.131
H 7.5862 -4.0430 17.8180 -0.306 -0.071 -0.315 0.102
H 8.4013 -5.0718 16.6254 -0.280 -0.367 -0.679 0.048
H 9.1938 -4.4866 18.0351 0.338 -0.150 0.222 0.087
C 13.2818 -10.8160 15.8814 -0.667 -0.006 -0.465 -0.001
C 11.9472 -10.0885 15.9547 -0.701 0.550 -0.481 -0.242
N 11.4021 -9.4543 14.9782 0.873 -0.495 -0.773 0.016
N 12.1903 -9.4638 13.8449 -1.897 1.194 -0.765 0.000
C 11.8364 -8.9253 12.6086 0.566 -1.017 2.186 -0.885
N 12.7794 -9.0970 11.7124 1.969 0.112 -2.206 0.091
S 10.4303 -8.2272 12.1745 -1.408 0.293 0.340 0.738
C 11.1172 -10.1364 17.1987 2.614 -0.561 0.788 -0.243
C 11.7816 -10.4641 18.3966 -0.805 -0.025 -0.797 0.002
C 11.0168 -10.7841 19.5042 1.297 -0.500 1.128 -0.037
C 9.6641 -10.7921 19.3459 -0.676 0.677 -0.615 -0.030
C 9.1055 -10.3733 18.1330 -0.342 -0.021 1.759 -0.118
N 9.8168 -9.9754 17.1169 -0.507 -0.108 -1.454 0.029
H 14.1084 -10.1494 16.0814 0.328 0.240 0.155 0.099
H 13.5009 -11.3487 14.9269 -0.486 0.438 0.563 0.107
H 13.2380 -11.5662 16.6383 0.352 -0.565 0.478 0.074
H 13.1172 -9.7594 13.9749 1.214 -0.389 -0.110 0.092
H 13.7632 -9.3301 11.8801 -0.810 0.009 0.161 0.136
H 12.5635 -8.7592 10.7713 0.227 -0.207 0.635 0.113
H 12.8492 -10.5000 18.4106 0.412 -0.048 0.136 0.109
H 11.4937 -11.0972 20.4746 -0.560 0.531 -1.142 0.146
H 9.0160 -10.9524 20.1650 -0.580 -0.558 0.658 0.105
H 8.0348 -10.3261 18.0540 -0.267 0.057 -0.178 0.094
C 13.0045 -3.7427 15.4814 0.434 0.763 -0.163 -0.038
N 12.6343 -5.0957 15.8330 -1.250 -0.174 -0.033 -0.131
C 13.3505 -5.7859 16.9033 1.248 -0.979 -1.783 -0.006
C 11.5186 -5.6730 15.3254 0.001 1.386 -0.959 -0.424
O 11.1106 -6.7709 15.6379 -0.536 -1.148 0.680 -0.120
C 10.7350 -4.8470 14.2665 0.100 0.729 1.266 -0.133
O 9.6104 -5.5267 13.7723 -0.084 -0.570 -0.152 -0.268
C 9.2404 -5.1256 12.4341 -0.897 0.658 1.014 -0.113
C 7.9714 -5.9734 11.9916 0.495 0.103 0.196 -0.402
O 7.6893 -6.9001 12.7705 -0.489 0.513 -0.942 -0.156
N 7.3518 -5.6962 10.7985 0.703 -1.246 1.345 -0.114
C 7.7297 -4.5237 9.9938 -0.565 -0.356 -0.010 -0.020
C 6.2861 -6.6215 10.2620 0.998 1.639 1.400 0.027
H 12.6749 -3.4035 14.4877 0.082 -0.465 0.440 0.093
H 14.0815 -3.6625 15.4842 0.405 -0.114 -0.073 0.095
H 12.6708 -2.9907 16.1963 -0.297 -0.125 0.209 0.104
H 13.3236 -5.3302 17.8672 -0.288 0.626 0.561 0.087
H 14.4166 -5.8570 16.5595 -0.770 0.022 0.562 0.114
H 12.9418 -6.8020 16.9445 0.151 0.313 0.184 0.081
H 11.4599 -4.5668 13.5053 -0.246 0.081 -0.396 0.127
H 10.4016 -3.9315 14.8324 0.287 -0.424 -0.760 0.159
H 10.0706 -5.3494 11.7873 0.326 -0.051 -0.561 0.102
H 9.0869 -4.0228 12.5060 -0.217 -0.712 -0.550 0.147
H 8.7107 -4.1626 10.3156 -0.466 0.251 0.001 0.079
H 6.9066 -3.7817 10.0902 0.861 -0.128 -0.192 0.113
H 7.8487 -4.8106 8.9370 -0.211 0.032 0.374 0.101
H 5.3213 -6.2125 10.4939 -0.552 0.235 -0.077 0.095
H 6.3480 -7.5939 10.6815 0.365 -0.732 0.644 0.062
H 6.4483 -6.6907 9.2285 0.027 -0.011 -1.499 0.074
```
Forces are in eV/Å.

=====

Short version: maximum force = 3.4, 3.5 eV Å⁻¹, in the order given.